ORCA calculation (ωB97M-V with the def2-TZVPD basis set) on a structure of composition C2H8INO6P2 in a non-equilibrium geometry.

Structure (XYZ):
```
20
C2H8INO6P2 ωB97M-V with the def2-TZVPD basis set
N 2.20504 1.34168 0.61424
P 0.74784 1.09611 -0.06827
O 0.28261 2.65989 -0.76047
P -1.48508 2.72672 -0.70900
O -1.99038 2.65306 0.82057
O -2.10525 4.18101 -1.51772
O -2.10812 1.36997 -1.66568
I -3.22228 0.14635 -0.48682
H 2.89919 0.69053 0.14444
H -0.27568 0.65691 0.84642
H 0.87035 0.08465 -1.12616
H -2.04005 4.97132 -0.87334
O -0.67526 -2.03736 -0.05158
C 0.39884 -2.83627 -0.10746
C 1.15690 -2.80683 1.30246
O 2.24645 -3.58484 1.23831
H 1.16596 -2.59333 -0.86408
H 0.21823 -3.90468 -0.32276
H 0.39344 -3.07597 2.05341
H 1.31724 -1.73891 1.53350
```

Values from the calculation:
Frontier orbital gap, eV: 2.81
E_LUMO, eV: 4.10
2S+1: 1
Charge: -2

Here is what Löwdin gives for the atomic charges, in e: number 1, N, carries -0.34; number 2, P, carries 0.68; number 3, O, carries -0.49; number 4, P, carries 0.55; number 5, O, carries -0.51; number 6, O, carries -0.26; number 7, O, carries -0.94; number 8, I, carries 0.71; number 9, H, carries -0.04; number 10, H, carries 0.01; number 11, H, carries 0.03; number 12, H, carries 0.08; number 13, O, carries -0.36; number 14, C, carries -0.49; number 15, C, carries -0.52; number 16, O, carries -0.37; number 17, H, carries 0.07; number 18, H, carries 0.07; number 19, H, carries 0.07; number 20, H, carries 0.06